1.
Formula: CH6BrPSi2
Source: the OMol25 dataset
Level of theory: ωB97M-V/def2-TZVPD

Cartesian coordinates (Å):
C1 -0.85 0.18 0.19
Si1 -0.32 1.23 1.65
Si2 0.37 0.03 -1.24
P1 1.63 -2.49 -2.07
Br1 -0.18 -3.56 -1.37
H1 -1.11 2.41 1.41
H2 -0.42 0.72 3.03
H3 1.16 1.31 1.40
H4 1.71 0.30 -0.64
H5 -1.80 -0.26 0.23
H6 -0.19 0.13 -2.60

Results
HOMO energy (spin up / spin down): -7.8185 / -7.8928 eV
LUMO level (spin up / spin down): -1.07 / -2.14 eV
Energy above the lowest of the compared OMol25 structures with the same formula, charge and spin: 299.33 kJ/mol

Atom charges from the Löwdin analysis, given in e for atoms 1 to 4: C -0.478; Si 0.532; Si 0.478; P 0.056

---

2.
Formula: C21H32FN2O15
Source: the OMol25 dataset
Level of theory: ωB97M-V/def2-TZVPD

Cartesian coordinates (Å):
C1 4.26 -3.91 5.41
C2 3.22 -4.41 4.30
C3 3.12 -3.47 3.00
N1 2.52 -5.54 4.42
N2 1.24 -5.45 5.02
C4 0.17 -5.04 4.08
C5 -0.70 -3.80 4.62
C6 0.11 -2.71 5.42
F1 0.59 -3.13 6.69
H1 4.91 -4.81 5.66
H2 4.96 -3.14 4.97
H3 3.73 -3.55 6.34
H4 2.06 -3.14 2.77
H5 3.48 -4.11 2.14
H6 3.77 -2.55 3.09
H7 0.55 -4.84 3.02
H8 -0.58 -5.91 3.97
H9 -1.57 -4.21 5.22
H10 -1.13 -3.27 3.70
H11 0.92 -2.23 4.78
H12 -0.63 -1.86 5.64
C7 1.31 -1.81 -1.17
C8 0.78 -0.43 -0.91
O1 0.26 -0.53 0.42
C9 0.91 -1.57 1.02
O2 0.83 -1.82 2.19
O3 1.65 -2.27 0.13
H13 2.17 -1.80 -1.82
H14 0.55 -2.47 -1.59
H15 1.57 0.33 -0.92
H16 0.00 -0.14 -1.61
C10 -3.31 2.12 -0.97
C11 -3.31 3.38 -1.77
O4 -2.19 3.21 -2.64
C12 -1.98 1.87 -2.75
O5 -1.22 1.36 -3.53
O6 -2.73 1.17 -1.86
H17 -4.32 1.81 -0.68
H18 -2.69 2.19 -0.07
H19 -4.21 3.49 -2.38
H20 -3.18 4.27 -1.16
C13 1.97 5.43 -2.38
C14 2.25 4.16 -3.12
O7 1.83 3.16 -2.20
C15 0.92 3.73 -1.36
O8 0.25 3.12 -0.58
O9 0.87 5.08 -1.54
H21 1.69 6.25 -3.04
H22 2.80 5.75 -1.75
H23 1.66 4.06 -4.03
H24 3.31 4.04 -3.36
C16 3.88 -1.62 -5.46
C17 4.88 -0.50 -5.41
O10 4.42 0.28 -4.31
C18 3.69 -0.53 -3.51
O11 3.30 -0.24 -2.42
O12 3.46 -1.73 -4.10
H25 4.31 -2.56 -5.81
H26 3.01 -1.38 -6.08
H27 5.89 -0.86 -5.19
H28 4.90 0.08 -6.33
C19 -8.12 3.88 0.48
C20 -7.64 2.46 0.46
O13 -7.03 2.35 -0.82
C21 -6.68 3.61 -1.21
O14 -5.99 3.85 -2.16
O15 -7.19 4.54 -0.37
H29 -8.10 4.31 1.49
H30 -9.12 3.99 0.07
H31 -6.89 2.26 1.23
H32 -8.45 1.74 0.57

Results
HOMO energy: -0.4670 eV
LUMO level: 1.52 eV
Total charge: -1

Atom charges from the Löwdin analysis, given in e for atoms 1 to 4: C -0.108; C -0.411; C -0.097; N -0.103

---

3.
Formula: C3H3ClF2
Source: the OMol25 dataset
Level of theory: ωB97M-V/def2-TZVPD

Cartesian coordinates (Å):
F1 -1.41 -0.12 -1.72
C1 -0.87 0.47 -0.60
C2 -0.13 -0.51 0.22
C3 1.06 -0.32 0.81
F2 1.68 -1.40 1.32
Cl1 2.00 1.17 0.95
H1 -0.17 1.26 -0.94
H2 -1.70 1.04 -0.12
H3 -0.45 -1.59 0.09

Results
HOMO energy: -9.9613 eV
LUMO level: 0.72 eV
SMILES: FC/C=C(/F)Cl
Energy above the lowest of the compared OMol25 structures with the same formula, charge and spin: 67.04 kJ/mol

Atom charges from the Löwdin analysis, given in e for atoms 1 to 4: F -0.048; C -0.247; C -0.084; C -0.694

---

4.
Formula: ClH5N3OP
Source: the OMol25 dataset
Level of theory: ωB97M-V/def2-TZVPD

Cartesian coordinates (Å):
N1 0.60 1.74 0.48
N2 0.70 0.55 -0.35
P1 -0.59 -0.43 0.23
N3 -0.57 -1.84 -0.70
O1 -0.78 -0.61 1.67
Cl1 -2.05 0.69 -0.50
H1 1.22 2.40 0.07
H2 0.65 1.68 1.49
H3 1.68 0.09 -0.44
H4 0.02 -2.60 -0.35
H5 -0.87 -1.67 -1.59

Results
HOMO energy: -9.4399 eV
LUMO level: 0.73 eV
SMILES: NN[P@@](N)(=O)Cl
Energy above the lowest of the compared OMol25 structures with the same formula, charge and spin: 63.55 kJ/mol

Atom charges from the Löwdin analysis, given in e for atoms 1 to 4: N -0.093; N -0.281; P 0.089; N -0.077

---

5.
Formula: C6H16FO6S2Tl
Source: the OMol25 dataset
Level of theory: ωB97M-V/def2-TZVPD

Cartesian coordinates (Å):
Tl1 2.66 -0.50 -3.12
F1 -0.17 -0.14 -3.67
O1 -0.91 -0.35 0.90
S1 -0.47 -1.15 -0.20
O2 0.73 -0.81 -1.00
O3 -0.27 -2.70 0.42
C1 -0.97 -3.01 1.64
C2 -1.13 -4.59 1.57
C3 -1.71 -1.65 -1.37
H1 -1.90 -2.44 1.65
H2 -0.52 -2.72 2.59
H3 -1.30 -5.12 2.50
H4 -0.21 -5.01 1.16
H5 -1.96 -4.91 0.95
H6 -2.67 -1.90 -0.93
H7 -1.39 -2.49 -2.00
H8 -1.86 -0.75 -1.98
O4 0.41 4.36 -2.51
S2 0.79 3.15 -1.70
O5 1.64 2.09 -2.26
O6 1.43 3.64 -0.21
C4 2.04 2.62 0.63
C5 1.84 2.76 2.17
C6 -0.73 2.37 -1.01
H9 3.12 2.52 0.56
H10 1.64 1.64 0.34
H11 0.76 2.72 2.29
H12 2.18 3.65 2.69
H13 2.24 1.88 2.67
H14 -1.50 2.99 -1.47
H15 -0.92 2.51 0.06
H16 -0.87 1.36 -1.39

Results
HOMO energy (spin up / spin down): -13.8014 / -13.8012 eV
LUMO level (spin up / spin down): -4.00 / -8.55 eV
2S+1: 2
Energy above the lowest of the compared OMol25 structures with the same formula, charge and spin: 43.31 kJ/mol
Total charge: +1

Atom charges from the Löwdin analysis, given in e for atoms 1 to 4: Tl 1.110; F -0.015; O -0.249; S 0.658

---

6.
Formula: C23H26BrF5N2O2SSiW
Source: the OMol25 dataset
Level of theory: ωB97M-V/def2-TZVPD

Cartesian coordinates (Å):
W1 0.44 0.11 -0.02
C1 4.26 -2.34 -3.15
C2 3.14 -2.24 -2.19
C3 3.20 -2.97 -0.97
C4 2.18 -2.86 -0.05
C5 1.12 -1.99 -0.33
Br1 2.80 0.94 -0.29
N1 1.03 -1.30 -1.53
C6 2.03 -1.45 -2.43
H1 5.19 -2.06 -2.66
H2 4.11 -1.70 -4.01
H3 4.38 -3.37 -3.50
H4 4.04 -3.62 -0.80
H5 2.17 -3.46 0.85
H6 1.93 -0.92 -3.36
F1 0.35 5.58 -4.47
C7 0.24 4.71 -3.49
C8 -0.30 5.11 -2.26
F2 -0.71 6.35 -2.11
C9 -0.41 4.21 -1.21
F3 -0.98 4.57 -0.05
C10 0.03 2.88 -1.35
O1 -0.05 1.95 -0.40
C11 0.52 2.50 -2.61
F4 0.81 1.16 -2.68
C12 0.64 3.38 -3.67
F5 1.12 2.95 -4.83
C13 -2.39 2.78 2.08
S1 -2.61 1.54 0.77
C14 -3.99 0.66 1.54
O2 -1.44 0.54 1.02
H7 -2.33 2.31 3.06
H8 -3.26 3.44 2.05
H9 -1.50 3.36 1.87
H10 -4.81 1.35 1.70
H11 -3.67 0.25 2.50
H12 -4.31 -0.14 0.89
C15 1.25 2.10 2.78
Si1 1.00 0.20 2.51
C16 2.68 -0.69 2.80
C17 -0.37 -0.56 3.62
N2 -0.04 -1.74 0.42
C18 -1.23 -2.41 0.03
C19 -1.53 -3.71 0.44
C20 -2.72 -4.30 0.05
C21 -3.62 -3.61 -0.74
C22 -3.31 -2.34 -1.20
C23 -2.12 -1.74 -0.82
H13 1.83 2.21 3.69
H14 0.32 2.65 2.92
H15 1.82 2.60 1.99
H16 2.70 -1.08 3.82
H17 3.50 0.03 2.73
H18 2.91 -1.52 2.13
H19 0.09 -1.00 4.50
H20 -0.93 -1.35 3.12
H21 -1.08 0.19 3.96
H22 -0.82 -4.24 1.05
H23 -2.94 -5.31 0.35
H24 -4.56 -4.06 -1.01
H25 -3.99 -1.82 -1.86
H26 -1.83 -0.73 -1.19

Results
HOMO energy: -14.4156 eV
LUMO level: -8.60 eV
Energy above the lowest of the compared OMol25 structures with the same formula, charge and spin: 305.77 kJ/mol
Total charge: +2

Atom charges from the Löwdin analysis, given in e for atoms 1 to 4: W 1.488; C -0.005; C -0.210; C 0.055

---

7.
Formula: CH2N4OS
Source: the OMol25 dataset
Level of theory: ωB97M-V/def2-TZVPD

Cartesian coordinates (Å):
O1 -0.27 1.89 0.00
N1 -0.47 0.55 0.00
N2 -1.67 0.00 0.00
N3 -1.47 -1.27 0.00
N4 -0.15 -1.56 0.00
C1 0.48 -0.40 0.00
S1 2.19 -0.06 0.00
H1 -1.17 2.23 0.00
H2 2.51 -1.37 0.01

Results
HOMO energy: -9.7581 eV
LUMO level: 0.51 eV
SMILES: On1nnnc1S
Energy above the lowest of the compared OMol25 structures with the same formula, charge and spin: 68.27 kJ/mol

Atom charges from the Löwdin analysis, given in e for atoms 1 to 4: O 0.073; N -0.220; N 0.042; N -0.043

---

8.
Formula: CH4ClO2P
Source: the OMol25 dataset
Level of theory: ωB97M-V/def2-TZVPD

Cartesian coordinates (Å):
O1 0.63 -0.53 0.83
P1 0.89 -1.64 -0.42
Cl1 -0.91 -2.36 -0.81
H1 0.91 -0.77 1.78
H2 0.98 -0.77 -1.59
C1 -0.63 1.51 0.08
O2 -0.48 0.78 -0.85
H3 0.04 2.40 0.17
H4 -1.44 1.39 0.81

Results
HOMO energy: -8.9259 eV
LUMO level: 0.63 eV
SMILES: OPCl.C=O
Energy above the lowest of the compared OMol25 structures with the same formula, charge and spin: 109.69 kJ/mol

Atom charges from the Löwdin analysis, given in e for atoms 1 to 4: O -0.496; P 0.387; Cl 0.185; H 0.100

---

| no. | total energy (eV) |
| --- | --- |
| 1 | -96216.180 |
| 2 | -58699.775 |
| 3 | -21115.861 |
| 4 | -28411.316 |
| 5 | -47836.499 |
| 6 | -135500.353 |
| 7 | -19909.228 |
| 8 | -27007.226 |